The following is a quantum chemistry calculation of a 2-piece molecular cluster, C3H6NO2 overall at a distorted geometry, from OMol25.

The geometry in XYZ format:
```
12
C3H6NO2 ωB97M-V with the def2-TZVPD basis set
C -1.216 0.856 2.137
C -0.060 0.298 1.723
N 0.883 0.854 0.919
H -1.558 1.866 1.933
H -1.857 0.301 2.801
H -0.097 -0.787 1.783
H 0.640 1.616 0.307
H 1.455 0.161 0.449
O 0.003 0.470 -1.361
C -0.195 -0.768 -1.634
O 0.565 -1.705 -1.614
H -1.272 -0.904 -1.908
```

Output
<S²>: 0.767
Spin multiplicity: 2
Kohn-Sham gap (alpha / beta): 10.71 / 5.34 eV
Net charge: 0


The following is a quantum chemistry calculation of C5H13N2O as an isolated structure at a distorted geometry, from OMol25.

The geometry in XYZ format:
```
21
C5H13N2O ωB97M-V with the def2-TZVPD basis set
C 0.547 0.176 -0.983
N 0.795 1.558 -1.430
C -1.804 2.700 -0.263
O -2.134 2.050 -1.324
C 0.068 -0.013 0.421
C -0.408 -1.393 0.816
C 0.729 -2.527 0.836
N 1.707 -2.146 1.970
H -0.312 -0.119 -1.657
H 1.372 -0.546 -1.132
H 1.066 2.201 -0.676
H -0.859 3.375 -0.355
H -0.165 2.042 -1.676
H 0.837 0.197 1.056
H -0.741 0.763 0.608
H -0.818 -1.469 1.864
H -1.190 -1.841 0.215
H 0.856 -2.757 -0.263
H 1.603 -1.602 0.821
H 2.661 -2.645 1.800
H 0.456 -3.540 1.253
```

Output
Spin multiplicity: 1
Kohn-Sham gap: 4.77 eV
Net charge: -1


The following is a quantum chemistry calculation of a 2-piece molecular cluster, C9H7NO2 overall at a distorted geometry, from OMol25.

The geometry in XYZ format:
```
19
C9H7NO2 ωB97M-V with the def2-TZVPD basis set
C -1.336 0.233 2.864
C -1.352 0.917 1.840
C -1.295 1.724 0.727
C -1.118 2.405 -0.257
C -0.857 3.218 -1.393
C -0.612 3.871 -2.385
H -1.174 -0.500 3.669
H -0.414 4.424 -3.278
O 1.533 -3.301 -1.306
C 1.172 -2.491 -0.476
C 1.988 -1.499 0.348
C 1.054 -0.290 0.246
O -0.268 -0.823 0.291
N -0.148 -2.111 -0.267
H 2.948 -1.302 -0.076
H 2.085 -1.825 1.377
H 1.141 0.444 1.053
H 1.176 0.175 -0.724
H -0.708 -2.175 -1.105
```

Output
SMILES: C#CC#CC#C.O=C1CCON1
Spin multiplicity: 1
Kohn-Sham gap: 9.32 eV
Net charge: 0


The following is a quantum chemistry calculation of a 2-piece molecular cluster, H3N2O overall at a distorted geometry, from OMol25.

The geometry in XYZ format:
```
6
H3N2O ωB97M-V with the def2-TZVPD basis set
N 0.708 -0.216 0.130
N -0.649 0.335 0.166
O -1.434 -0.309 -0.553
H 0.562 -1.173 -0.307
H 1.138 -0.220 1.043
H -0.324 1.583 -0.480
```

Output
Spin multiplicity: 1
Kohn-Sham gap (alpha / beta): 6.32 / 6.32 eV
Net charge: -1


The following is a quantum chemistry calculation of a 2-piece molecular cluster, C4H15N3O overall at a distorted geometry, from OMol25.

The geometry in XYZ format:
```
23
C4H15N3O ωB97M-V with the def2-TZVPD basis set
C -1.599 1.045 0.386
C -1.525 -0.177 -0.533
N -1.836 0.232 -1.943
C -0.190 -0.875 -0.615
N 0.160 -1.647 0.574
C 1.577 -1.755 0.755
N 2.195 -0.521 1.230
H -2.655 1.244 0.564
H -1.122 0.885 1.358
H -1.210 1.971 -0.029
H -2.345 -0.822 -0.218
H -1.463 1.173 -2.055
H -2.840 0.414 -1.953
H -0.205 -1.529 -1.488
H 0.583 -0.137 -0.857
H -0.320 -1.270 1.381
H 2.036 -2.031 -0.192
H 1.776 -2.565 1.460
H 1.576 0.209 1.561
H 2.921 -0.558 1.930
O 1.274 2.338 -0.110
H 1.627 2.902 -0.811
H 1.586 1.471 -0.393
```

Output
SMILES: C[C@@H](N)CNCN.O
Spin multiplicity: 1
Kohn-Sham gap: 9.43 eV
Net charge: 0


The following is a quantum chemistry calculation of C38H45As2BrF4IN4P2SeV as an isolated structure, from OMol25.

The geometry in XYZ format:
```
99
C38H45As2BrF4IN4P2SeV ωB97M-V with the def2-TZVPD basis set
V -0.771 0.638 -0.438
C -0.243 1.765 -3.856
P -1.263 0.595 -2.897
C -1.367 -0.863 -4.001
C -2.972 1.246 -3.116
C -3.204 2.573 -2.400
P -2.457 2.610 -0.699
C -3.917 2.941 0.349
C -1.659 4.248 -0.719
H -0.686 1.988 -4.829
H 0.740 1.314 -3.999
H -0.099 2.686 -3.289
H -1.129 -0.576 -5.027
H -2.381 -1.263 -3.981
H -0.680 -1.643 -3.687
H -3.635 0.482 -2.699
H -3.202 1.322 -4.183
H -4.273 2.783 -2.322
H -2.761 3.394 -2.969
H -4.424 3.850 0.020
H -3.599 3.072 1.384
H -4.610 2.100 0.309
H -2.349 4.995 -1.118
H -0.756 4.210 -1.326
H -1.363 4.528 0.290
C -1.758 -0.879 4.091
As -1.891 0.443 2.650
C -2.076 1.994 3.813
C -3.768 0.094 2.154
C -4.834 0.587 2.900
C -6.145 0.415 2.476
C -6.404 -0.262 1.295
C -5.352 -0.787 0.555
C -4.036 -0.620 0.979
As -2.529 -1.290 -0.069
C -3.459 -2.296 -1.465
C -1.980 -2.829 0.992
H -2.549 -0.695 4.818
H -0.788 -0.777 4.573
H -1.852 -1.887 3.697
H -2.849 1.855 4.567
H -2.256 2.904 3.248
H -1.121 2.117 4.323
H -4.647 1.133 3.815
H -6.959 0.818 3.064
H -7.422 -0.388 0.949
H -5.571 -1.325 -0.358
H -3.988 -1.645 -2.159
H -4.162 -2.999 -1.018
H -2.700 -2.852 -2.016
H -2.841 -3.253 1.507
H -1.199 -2.524 1.683
H -1.549 -3.563 0.311
Br 1.281 -4.232 -4.560
C 2.274 -2.841 -5.393
C 2.584 -3.010 -6.736
C 3.320 -2.044 -7.400
C 3.745 -0.913 -6.716
C 3.430 -0.756 -5.377
C 2.687 -1.716 -4.689
I 2.227 -1.359 -2.664
H 2.249 -3.900 -7.251
H 3.562 -2.178 -8.446
H 4.324 -0.153 -7.223
H 3.764 0.126 -4.844
F 4.648 4.061 2.488
C 3.425 4.207 3.027
C 3.356 4.528 4.368
F 4.528 4.691 5.006
C 2.154 4.671 5.083
C 1.032 4.473 4.265
C 1.112 4.155 2.928
F -0.067 4.008 2.261
C 2.301 3.999 2.229
C 2.353 3.610 0.811
C 1.368 2.833 0.260
N 0.560 2.145 -0.233
C 3.457 3.854 -0.042
N 4.316 4.052 -0.790
F -0.212 4.612 4.775
C 2.075 4.981 6.487
C 0.844 5.094 7.173
N -0.138 5.200 7.778
C 3.215 5.164 7.304
N 4.105 5.316 8.028
Se 1.036 -1.064 0.344
C 3.722 0.287 3.406
C 2.820 -0.691 2.653
C 1.886 -1.405 3.623
C 2.048 0.077 1.588
H 4.338 -0.231 4.144
H 3.122 1.033 3.936
H 4.384 0.825 2.725
H 3.447 -1.437 2.152
H 1.272 -0.665 4.147
H 2.448 -1.959 4.378
H 1.223 -2.097 3.102
H 2.735 0.675 0.992
H 1.350 0.764 2.072
```

Output
<S²>: 3.769
Spin multiplicity: 4
Kohn-Sham gap (alpha / beta): 4.87 / 4.89 eV
Net charge: -1


The following is a quantum chemistry calculation of NO3Rb3 as an isolated structure at a distorted geometry, from OMol25.

The geometry in XYZ format:
```
7
NO3Rb3 ωB97M-V with the def2-TZVPD basis set
Rb 35.319 -24.776 -9.323
Rb 32.154 -26.244 -8.340
Rb 37.347 -22.345 -6.848
N 33.900 -23.155 -6.657
O 33.213 -22.382 -7.331
O 34.741 -22.708 -5.878
O 33.850 -24.382 -6.987
```

Output
Spin multiplicity: 1
Kohn-Sham gap: 8.15 eV
Net charge: +2


The following is a quantum chemistry calculation of one molecule with the formula C20H23FN2O3 at a distorted geometry, from OMol25.

The geometry in XYZ format:
```
49
C20H23FN2O3 ωB97M-V with the def2-TZVPD basis set
O -0.425 -1.281 -2.298
C -0.869 -0.156 -2.396
C -0.106 0.995 -3.030
C 0.136 2.191 -2.101
C 1.196 1.945 -1.024
C 1.595 3.263 -0.352
C 2.637 3.016 0.736
C 2.113 1.992 1.741
N 1.727 0.776 1.058
C 2.544 -0.305 1.121
O 3.552 -0.321 1.806
C 2.112 -1.497 0.350
C 0.906 -2.240 0.499
C 1.004 -3.283 -0.366
O 2.167 -3.244 -1.029
C 2.838 -2.172 -0.588
C 0.705 0.972 0.059
N -2.119 0.174 -1.996
C -2.954 -0.743 -1.254
C -2.782 -0.601 0.240
C -2.533 -1.701 1.049
C -2.359 -1.561 2.416
C -2.425 -0.310 3.004
C -2.676 0.804 2.223
C -2.854 0.639 0.863
F -3.100 1.744 0.111
H 0.849 0.603 -3.383
H -0.678 1.331 -3.899
H 0.473 3.028 -2.719
H -0.795 2.499 -1.620
H 2.084 1.507 -1.492
H 1.993 3.956 -1.097
H 0.707 3.722 0.091
H 3.553 2.629 0.286
H 2.877 3.948 1.250
H 2.883 1.733 2.469
H 1.236 2.390 2.264
H 0.100 -2.017 1.167
H 0.332 -4.085 -0.597
H 3.802 -1.975 -1.011
H 0.444 0.013 -0.381
H -0.182 1.390 0.551
H -2.414 1.135 -2.041
H -3.999 -0.565 -1.528
H -2.668 -1.754 -1.554
H -2.467 -2.678 0.593
H -2.163 -2.432 3.022
H -2.280 -0.198 4.067
H -2.739 1.793 2.650
```

Output
SMILES: O=C(CC[C@H]1CCCN(C(=O)c2ccoc2)C1)NCc1ccccc1F
Spin multiplicity: 1
Kohn-Sham gap: 9.17 eV
Net charge: 0


The following is a quantum chemistry calculation of a 5-piece molecular cluster, C2H14O4S2 overall at a distorted geometry, from OMol25.

The geometry in XYZ format:
```
22
C2H14O4S2 ωB97M-V with the def2-TZVPD basis set
C 0.810 -0.631 1.645
C 1.189 0.385 0.506
S 0.437 1.941 0.880
S -1.587 1.838 1.017
H -0.206 -0.898 1.330
H 0.702 -0.250 2.630
H 1.377 -1.561 1.587
H 0.978 -0.162 -0.425
H 2.254 0.621 0.648
H -1.572 1.079 2.145
H -2.676 -0.510 -0.971
H -1.996 -1.869 -0.707
O -2.355 -1.086 -0.257
H 0.475 -3.492 -1.418
H -0.255 -2.691 -2.551
O -0.288 -2.923 -1.613
H -0.516 1.408 -3.356
H 1.106 1.202 -3.407
O 0.284 1.150 -2.894
H 2.610 -2.875 0.872
H 2.369 -2.057 -0.356
O 2.524 -2.976 -0.082
```

Output
<S²>: 0.750
Spin multiplicity: 2
Kohn-Sham gap (alpha / beta): 2.34 / 8.59 eV
Net charge: -1


The following is a quantum chemistry calculation of C32H27BClCrN2O3 as an isolated structure, from OMol25.

The geometry in XYZ format:
```
67
C32H27BClCrN2O3 ωB97M-V with the def2-TZVPD basis set
Cr -1.688 1.489 0.863
Cl 1.769 2.664 -5.648
C 1.123 2.068 -4.134
C 1.530 0.834 -3.656
C 1.008 0.378 -2.454
C 0.093 1.131 -1.729
O -0.412 0.687 -0.555
C -0.333 2.393 -2.217
C -1.270 3.272 -1.598
N -1.947 3.082 -0.453
C -2.846 4.024 -0.048
C -3.238 5.180 -0.742
C -4.173 6.065 -0.200
C -4.759 5.861 1.025
C -4.402 4.705 1.763
C -4.946 4.397 3.024
C -4.558 3.262 3.687
C -3.613 2.421 3.091
N -3.080 2.682 1.909
C -3.456 3.800 1.232
C 0.218 2.834 -3.442
H 2.242 0.235 -4.207
H 1.328 -0.581 -2.082
H -1.426 4.196 -2.142
H -2.836 5.404 -1.718
H -4.443 6.941 -0.779
H -5.484 6.553 1.434
H -5.676 5.072 3.458
H -4.963 3.002 4.655
H -3.278 1.518 3.579
H -0.086 3.793 -3.840
C -2.411 -0.598 3.981
C -2.995 -1.155 2.808
C -2.323 -1.115 1.613
C -1.056 -0.473 1.461
C -0.606 0.281 2.614
C -1.245 0.119 3.857
H -2.890 -0.720 4.945
H -3.943 -1.676 2.873
H -2.732 -1.646 0.759
H 0.393 0.704 2.597
H -0.796 0.569 4.738
C 4.447 -5.789 -0.281
C 4.551 -4.375 -0.870
C 5.602 -3.607 -0.067
C 5.042 -4.470 -2.321
C 3.179 -3.696 -0.832
C 2.111 -4.275 -1.511
C 0.834 -3.704 -1.519
C 0.641 -2.536 -0.818
O -0.483 -1.801 -0.699
B -0.143 -0.650 0.176
O 1.315 -0.792 0.454
C 1.706 -1.938 -0.133
C 2.966 -2.497 -0.134
H 5.421 -6.286 -0.306
H 3.739 -6.401 -0.840
H 4.106 -5.748 0.755
H 6.559 -4.129 -0.126
H 5.326 -3.529 0.986
H 5.746 -2.597 -0.457
H 6.023 -4.952 -2.363
H 5.128 -3.475 -2.762
H 4.353 -5.048 -2.937
H 2.263 -5.198 -2.057
H 0.016 -4.162 -2.060
H 3.758 -1.996 0.404
```

Output
<S²>: 6.487
Spin multiplicity: 5
Kohn-Sham gap (alpha / beta): 5.16 / 4.38 eV
Net charge: -1


The following is a quantum chemistry calculation of C2H3DyFLiO as an isolated structure at a distorted geometry, from OMol25.

The geometry in XYZ format:
```
9
C2H3DyFLiO ωB97M-V with the def2-TZVPD basis set
O 1.055 0.557 0.042
C 0.251 -0.543 0.126
C -1.164 -0.350 -0.186
Li -0.117 2.030 0.413
H 0.566 -1.354 0.792
F -1.647 0.829 0.489
H -1.616 -0.267 -1.181
Dy 3.403 0.663 -0.016
H -0.732 -1.563 -0.480
```

Output
<S²>: 12.953
Spin multiplicity: 7
Kohn-Sham gap (alpha / beta): 5.15 / 6.90 eV
Net charge: +3


The following is a quantum chemistry calculation of C4H7N3 as an isolated structure, from OMol25.

The geometry in XYZ format:
```
14
C4H7N3 ωB97M-V with the def2-TZVPD basis set
C -1.461 -0.603 1.726
N -0.574 -1.361 0.254
C -0.340 -0.631 -0.850
C 0.696 0.245 -0.559
C 1.425 1.194 -1.452
N 1.034 0.092 0.734
N 0.304 -0.891 1.214
H -1.175 0.343 2.179
H -1.532 -1.410 2.445
H -2.362 -0.495 1.121
H -0.878 -0.790 -1.775
H 1.759 2.066 -0.883
H 2.314 0.717 -1.879
H 0.789 1.525 -2.277
```

Output
Spin multiplicity: 1
Kohn-Sham gap: 10.42 eV
Net charge: 0